{"formula": "C30H26F15MnN3O6S2", "method": "ωB97M-V with the def2-TZVPD basis set", "orbital_gap_ev": [5.17, 5.16], "multiplicity": 6, "s_squared": 8.753, "e_lumo_ev": [3.9, 3.9], "total_charge": -2, "species": ["Mn", "C", "C", "C", "C", "C", "N", "C", "C", "C", "C", "C", "C", "C", "C", "O", "C", "F", "F", "F", "C", "F", "F", "F", "C", "C", "C", "O", "C", "F", "F", "F", "C", "F", "F", "F", "H", "H", "H", "H", "H", "H", "H", "H", "H", "H", "H", "H", "N", "C", "C", "C", "N", "C", "C", "H", "H", "H", "H", "H", "H", "O", "S", "C", "C", "C", "C", "H", "H", "H", "H", "H", "H", "H", "H", "F", "C", "F", "F", "S", "O", "O", "O"], "coordinates": [[-0.993, 0.190, 0.742], [5.263, 4.080, 0.404], [3.945, 3.400, 0.144], [3.084, 3.825, -0.868], [1.894, 3.183, -1.102], [1.447, 2.040, -0.369], [0.280, 1.430, -0.679], [-0.268, 1.589, -1.940], [0.563, 1.500, -3.079], [0.098, 1.582, -4.376], [-1.253, 1.775, -4.626], [-1.801, 1.889, -6.024], [-2.090, 1.862, -3.521], [-1.660, 1.752, -2.201], [-2.696, 1.904, -1.054], [-2.266, 1.634, 0.181], [-3.168, 3.394, -1.055], [-3.946, 3.727, -2.125], [-2.108, 4.219, -1.091], [-3.876, 3.724, 0.028], [-3.953, 0.986, -1.275], [-4.587, 1.043, -2.478], [-3.601, -0.299, -1.115], [-4.906, 1.253, -0.367], [2.295, 1.666, 0.727], [3.498, 2.348, 0.923], [1.881, 0.619, 1.785], [0.903, -0.241, 1.431], [3.099, -0.277, 2.210], [3.780, -0.708, 1.127], [2.700, -1.386, 2.857], [4.018, 0.293, 3.026], [1.396, 1.391, 3.046], [2.275, 2.307, 3.523], [1.135, 0.557, 4.067], [0.272, 2.051, 2.758], [5.975, 3.936, -0.415], [5.727, 3.688, 1.312], [5.143, 5.160, 0.537], [3.339, 4.695, -1.469], [1.237, 3.571, -1.869], [1.628, 1.389, -2.915], [0.801, 1.499, -5.201], [-0.996, 1.845, -6.762], [-2.335, 2.832, -6.173], [-2.504, 1.082, -6.253], [-3.138, 2.040, -3.710], [4.125, 2.054, 1.754], [-1.783, -6.198, 2.132], [-1.628, -4.835, 1.858], [-0.533, -4.124, 2.337], [-0.436, -2.771, 2.060], [-1.340, -2.107, 1.345], [-2.410, -2.779, 0.923], [-2.593, -4.131, 1.142], [-0.913, -6.682, 2.292], [-2.358, -6.684, 1.461], [0.236, -4.610, 2.927], [0.401, -2.173, 2.403], [-3.150, -2.208, 0.377], [-3.486, -4.622, 0.775], [-0.937, -1.273, -1.335], [0.193, -1.926, -2.056], [1.768, -1.285, -1.422], [2.686, -2.483, -1.275], [1.847, -3.538, -0.559], [0.490, -3.565, -1.260], [1.520, -0.839, -0.452], [2.130, -0.514, -2.095], [3.575, -2.212, -0.706], [3.015, -2.854, -2.253], [1.716, -3.245, 0.484], [2.323, -4.521, -0.574], [-0.355, -3.701, -0.584], [0.439, -4.326, -2.041], [-2.627, -1.222, 6.127], [-1.968, -0.652, 5.096], [-0.993, -1.501, 4.740], [-1.388, 0.458, 5.569], [-3.129, -0.288, 3.705], [-4.033, 0.656, 4.310], [-3.675, -1.594, 3.404], [-2.260, 0.254, 2.676]], "lowdin_charge": [0.935, -0.084, -0.305, -0.074, -0.033, -0.219, 0.025, -0.239, -0.067, -0.065, -0.291, -0.077, -0.001, -0.044, -0.382, -0.186, -0.534, 0.109, 0.147, 0.153, -0.521, 0.100, 0.130, 0.149, -0.055, -0.022, -0.370, -0.230, -0.519, 0.129, 0.131, 0.116, -0.538, 0.128, 0.146, 0.169, 0.063, 0.064, 0.064, 0.100, 0.106, 0.099, 0.098, 0.060, 0.069, 0.069, 0.108, 0.104, 0.087, -0.329, -0.017, -0.138, 0.032, -0.135, -0.021, 0.077, 0.077, 0.109, 0.097, 0.114, 0.107, -0.542, 0.971, -0.313, -0.237, -0.226, -0.294, 0.070, 0.077, 0.098, 0.106, 0.097, 0.104, 0.059, 0.075, 0.093, -0.657, 0.111, 0.115, 0.473, -0.306, -0.315, -0.337]}